Here is a 17-piece molecular cluster, C84H219N17O25 overall in a non-equilibrium geometry from OMol25. Energies are from ωB97M-V/def2-TZVPD.

```
345
Properties=species:S:1:pos:R:3:forces:R:3
O 4.01202 -4.43107 7.24218 -0.4 -0.3 0.2
O -1.97416 -4.47553 0.43398 0.5 0.5 1.4
O 4.97803 1.45361 0.15043 -0.6 0.0 0.2
O 4.30767 -1.15215 4.09537 -0.3 1.0 1.9
O 2.49424 2.43395 6.43151 -1.6 0.0 0.6
O 1.39408 5.07069 -6.33988 0.1 1.7 -2.2
O 3.24924 -4.04416 -2.30379 -0.3 0.5 -1.7
O -3.13007 2.41895 2.45019 -0.1 0.2 0.5
O 1.74482 4.67723 -0.93451 0.1 -0.4 0.1
O 1.41970 -0.25994 -2.78042 -0.1 -0.1 0.2
O -7.77185 3.81780 -4.29753 0.0 0.4 -0.8
O -2.10461 0.35653 10.28808 0.3 0.4 -0.5
O 7.51144 -1.36428 -1.98514 0.1 -1.0 -0.6
O -0.76252 1.91672 -8.70792 -0.7 0.1 -1.0
O -6.58915 -5.11745 -2.46524 0.3 -0.5 0.2
O -2.60025 3.15373 6.87062 0.7 -1.0 -1.2
O 0.60730 -3.47216 4.37437 0.5 0.0 -0.7
O -6.39549 -2.04549 1.99375 0.7 -0.9 -0.2
O 0.78875 0.48062 1.60667 0.1 -0.4 -0.1
O 4.53687 -1.50468 -5.98020 -1.3 -0.7 0.0
O 4.98250 4.09499 -4.37894 -0.6 0.5 -0.1
O -3.64157 3.65921 -3.14123 0.8 -0.5 0.1
O 1.36090 -5.62716 -8.02597 0.0 0.4 0.1
O -5.14307 -0.88187 5.75247 0.2 1.3 1.4
O -2.45674 -1.25985 -4.85958 -0.1 -0.4 -0.3
N -1.69468 -5.26140 4.12650 1.6 -0.1 0.6
N 4.86704 -1.71722 6.76539 -0.7 0.2 1.1
N -2.01844 -2.79318 5.57161 -0.3 0.3 0.7
N 5.67964 -4.18232 -0.41286 0.8 2.5 -0.2
N -3.78162 4.31128 0.31534 0.3 -1.0 1.6
N -3.34880 -2.23967 -0.27019 -0.6 -0.5 0.0
N 7.22984 7.00523 -3.36206 -0.2 -1.4 -0.8
N 0.35802 0.48217 8.74886 3.0 0.5 -0.3
N -0.83834 -0.43566 -0.67527 1.2 -0.6 1.1
N 7.76099 2.80898 2.10485 1.6 -0.2 -0.4
N -9.80779 -4.70366 -0.76655 -0.3 0.0 1.3
N 3.17369 -1.95957 -8.73060 -0.1 -0.6 -0.2
N -0.77906 2.31719 0.43975 0.9 -0.1 -1.1
N -0.96396 3.11337 -6.13322 0.1 0.9 -0.1
N -5.08284 3.98258 -5.69068 1.0 0.9 -0.6
N -1.43685 6.46803 5.69346 -0.1 0.6 0.4
N -0.21381 -3.92212 -5.87175 0.5 -1.1 -0.1
C 2.34049 0.56051 -3.45394 1.1 -1.0 -0.2
C -2.68274 2.63937 -2.87100 -0.7 -0.6 0.4
C -7.60523 -2.76584 2.18963 -0.8 1.2 -1.2
C -0.60308 -2.65951 -5.35713 -1.7 0.0 0.7
C 2.51761 5.07552 -7.24286 -1.0 -1.1 0.0
C 0.28674 -1.16337 -0.06069 -0.6 0.5 1.4
C -9.58189 -5.47906 -2.93270 -0.4 0.7 -2.9
C -2.16033 -2.58155 -5.21580 2.0 0.2 -1.5
C 0.92828 0.94488 7.45155 -1.4 0.6 0.7
C -3.28048 2.57894 7.92846 -0.7 -0.2 1.0
C 5.48698 -1.94411 -5.01741 -0.4 0.9 -0.9
C 7.39600 -2.43327 -1.07506 -2.0 0.1 1.0
C 5.17574 2.84188 -5.01948 0.1 0.7 -0.1
C 0.07741 0.17414 -2.90369 -0.3 0.5 0.2
C -5.62227 0.34835 6.34290 -0.5 -1.1 -0.6
C -8.49142 3.54012 -3.10872 0.6 -0.2 0.2
C -3.09879 0.12219 11.26487 -0.1 -0.2 0.2
C -1.51956 -4.42813 1.80172 -0.3 -1.1 -0.3
C 4.95670 -0.14093 4.92759 -0.5 -0.6 0.8
C -4.65497 3.87723 1.47539 0.4 1.2 -0.7
C 2.02492 -3.32537 -2.01660 1.0 -0.8 0.7
C 3.37867 3.48038 6.60373 1.5 0.2 -0.2
C 5.02782 -1.11278 -7.24903 -0.6 0.7 0.7
C -5.30266 -4.51184 -2.36335 -0.6 0.9 0.8
C 3.59676 -5.14863 -1.50201 -0.9 1.5 2.1
C -1.55883 1.79808 -9.89321 1.0 0.9 0.3
C -0.07366 3.59016 0.19955 -0.6 -0.2 1.1
C 1.37706 3.44158 -0.31758 -1.0 0.1 -1.0
C 4.58970 -0.33441 6.43316 0.8 0.1 -1.1
C -3.80419 -1.12153 6.20150 -0.2 -0.4 -2.6
C -0.22968 4.37507 5.64293 0.4 -0.8 0.0
C 2.77827 0.10507 -7.71856 -0.3 1.4 0.4
C 6.46411 2.29978 1.87302 -1.8 0.8 -0.9
C -6.79454 2.79528 -4.57394 -2.0 -1.5 1.1
C -5.53123 -2.62281 0.97653 0.3 1.4 0.3
C -3.73412 -1.13917 -4.32409 -0.3 -0.4 2.1
C 1.86661 2.12502 7.69214 0.5 -2.1 -1.2
C -1.02171 -1.84389 5.10088 0.1 -0.9 1.2
C 3.86254 -0.76972 -8.27668 1.1 -0.9 1.2
C -1.27338 1.17647 -7.63082 1.1 0.3 0.6
C 5.22951 7.12318 -4.72761 -0.6 0.5 -0.2
C 4.05420 -2.12782 7.93551 0.4 -0.6 -1.1
C -3.69775 -5.18561 2.94786 -0.9 0.5 -1.6
C 6.17898 4.81081 -4.13709 0.3 0.5 0.8
C -0.18294 3.69869 -5.05873 1.5 0.2 -0.1
C 0.98105 0.93032 2.92907 1.0 -1.1 0.8
C 1.63179 -5.34848 -6.63863 0.1 -0.6 -0.4
C 4.84175 0.77722 -1.08697 0.3 -0.1 0.5
C -3.36851 -2.35664 5.35270 -0.7 0.3 0.8
C 1.12589 -6.96130 -8.45552 -0.1 0.4 0.2
C -0.07520 4.35872 1.49378 -0.1 1.4 0.2
C -4.49997 4.32392 -0.94400 -0.3 0.6 1.0
C 4.31798 -4.61021 -0.16379 0.5 -2.5 -1.7
C 4.36036 -0.88026 2.74240 0.5 0.5 -1.0
C -2.21151 -5.42263 2.78154 -0.7 -0.7 0.4
C 1.18188 -3.93195 -6.25948 0.5 -1.2 -0.3
C -1.50845 -5.53607 -0.34077 -1.2 -1.0 0.1
C -4.23410 -1.71589 0.78273 0.1 -1.5 0.4
C 4.40647 -3.56428 8.28275 0.3 1.2 0.5
C 1.31606 4.01830 -5.45728 -0.6 -0.7 1.3
C -0.48405 -0.64373 8.62757 -3.1 1.2 0.4
C -2.36534 4.51949 6.96107 0.6 1.0 0.1
C 5.94947 6.28708 -3.67234 0.0 0.8 0.1
C -1.39399 -0.79602 9.87241 0.5 -1.4 0.7
C -3.90568 3.55345 2.78558 -1.0 0.3 -2.4
C 0.34042 -2.46592 5.33100 0.2 -0.1 -0.1
C -6.01400 2.89353 -5.81689 1.2 1.7 -0.8
C 5.89633 -2.91333 -1.15168 1.0 -0.2 -0.1
C -0.87050 -0.66111 -2.07503 0.1 -0.5 -1.1
C 4.66684 -5.68269 7.40334 0.5 0.5 -0.1
C 0.28610 -0.87922 1.45635 -0.5 1.1 -0.4
C -1.60419 5.01266 5.69939 -0.2 0.2 0.2
C -5.16050 1.66735 -6.17335 -1.1 0.0 0.0
C 8.83594 -0.95317 -2.24333 -0.4 0.8 1.1
C -2.64937 1.78969 3.60737 0.7 -0.5 0.0
C -7.58453 -4.52784 -1.62979 0.4 0.4 -1.1
C 6.30145 1.84366 0.39555 0.2 0.1 0.8
C 1.99993 -3.77600 4.42213 -0.3 -0.1 -0.5
C -3.69747 4.68433 -2.15178 1.1 -0.1 -1.2
C 5.43130 3.43014 2.25364 -0.7 -2.0 0.3
C -0.60909 1.73209 -6.38044 -0.8 -0.2 0.3
C -8.86257 -5.31890 -1.68491 0.4 -1.0 1.6
C -4.50705 -0.29439 0.44770 -1.0 0.2 0.3
C 3.10162 4.78726 -1.29261 0.6 1.1 -0.5
H -0.26316 0.13476 -3.93837 0.2 0.2 -0.2
H 0.11257 -2.21828 -0.27260 0.2 -0.2 0.2
H 3.77594 -2.67024 -9.12093 0.4 0.1 -0.3
H 2.98578 -2.09029 7.72299 -0.4 0.3 -0.1
H 7.84915 3.03876 3.08442 0.2 0.3 -0.1
H 3.22169 5.64077 -1.95985 -0.5 0.3 -0.1
H -0.19761 -1.88162 -6.00411 -0.2 0.7 0.2
H 5.66817 3.01642 -5.97611 0.5 -0.2 -0.1
H 1.31089 2.67403 -1.08868 0.4 -0.4 -0.2
H 1.27026 -0.86420 -0.42306 0.1 -0.1 -0.3
H -7.31935 1.85272 -4.72967 -0.5 -0.5 0.7
H -4.71098 1.86225 -7.14702 0.1 0.0 0.1
H -3.82711 -4.11399 3.09957 -0.3 0.1 0.1
H 7.50714 -2.05143 -0.06020 0.4 0.1 0.3
H -10.61198 -5.30983 -0.68948 -0.6 0.0 -0.7
H 4.20894 -5.88280 -2.02577 0.4 0.5 -0.3
H -1.68699 -3.42207 2.18629 -0.1 0.2 -0.2
H 1.95006 -7.65024 -8.27060 0.2 0.1 0.2
H -2.01103 -5.42996 -1.30215 0.4 0.1 -0.2
H 2.65166 1.71398 8.32684 0.1 0.5 0.6
H -4.30336 2.95510 7.94617 -0.2 0.3 0.4
H -1.20214 -1.54310 4.06887 0.3 0.2 -0.4
H 2.13253 3.15731 0.41492 -0.2 -0.1 0.4
H 2.58132 1.51794 -2.99198 -0.8 0.4 0.0
H -3.26954 5.06322 7.23469 -0.4 0.2 -0.7
H 4.26195 3.12388 7.13366 0.2 0.0 0.5
H 4.50672 -5.48636 0.45656 -0.6 -0.2 0.3
H 2.68989 -5.49185 -6.41966 0.4 0.2 -0.3
H 3.99305 -3.84786 9.25062 -0.4 -0.2 0.1
H -0.68468 4.08486 -0.55545 0.4 0.5 -0.2
H 1.31331 2.94885 8.14300 0.2 0.3 -0.1
H -6.15270 2.72827 -3.69551 0.3 -0.2 0.0
H 3.58684 4.01287 -1.88674 -0.5 -0.8 0.2
H 8.75561 -0.28328 -3.09941 0.5 -0.4 -0.2
H -0.73910 -0.83606 1.82404 -0.3 -0.4 0.0
H 4.36294 -6.45056 6.69192 -0.3 0.5 -0.2
H -4.53967 3.81483 -4.85586 0.3 0.3 0.1
H 6.98749 7.91385 -2.99358 -0.1 0.1 0.2
H 1.68298 -2.68508 -2.82974 0.7 -0.1 -0.2
H 5.90575 7.52345 -5.48298 0.3 -0.8 -0.5
H 5.71292 -5.42978 7.23063 0.4 -0.7 0.2
H -6.66419 0.42576 6.03224 0.1 0.2 -0.1
H 3.79359 3.78052 5.64152 -0.5 0.2 -0.2
H -0.58717 -1.69031 -2.29545 -0.3 -0.4 0.1
H -7.74636 3.45040 -2.31820 -0.1 -0.6 0.4
H -3.26988 1.04330 11.82199 -0.1 0.1 -0.3
H -1.90027 -0.55723 -2.41693 0.1 0.2 -0.3
H 4.91034 -2.13994 -4.11339 0.3 -0.2 -0.1
H 2.54848 -2.88896 4.10538 0.3 0.1 0.4
H -10.49297 -6.06648 -2.81886 0.1 -0.1 0.0
H -0.81750 -1.15673 10.72426 0.6 0.2 0.3
H -0.78273 -4.82787 4.10457 0.4 0.6 -0.1
H -0.77335 -4.20463 -6.66371 -0.1 0.1 -0.2
H 9.15492 -0.36068 -1.38583 0.3 0.4 0.1
H 2.01336 0.31624 -8.46584 0.0 -0.4 -0.1
H -2.43977 2.08253 -3.77597 -0.1 0.4 -0.3
H -6.63973 3.16088 -6.66840 -0.4 -0.4 0.0
H 6.95943 0.99938 0.18973 0.3 -0.1 0.1
H 1.84480 -3.59726 -5.46158 -0.3 0.0 0.4
H 5.60457 -0.22404 -6.99294 0.5 0.4 -0.8
H -5.30967 3.03428 1.25429 0.2 -0.5 -0.3
H 2.67671 -5.69141 -1.28522 -0.2 -0.2 0.5
H 2.23396 -2.69936 -1.14912 -0.3 0.1 0.1
H 5.06844 1.45360 -1.91112 -0.1 0.1 -0.3
H 4.62732 -2.27844 5.96060 -0.2 -0.2 0.0
H -2.90009 -3.10441 -0.00379 -0.6 -0.3 0.0
H 1.40581 -3.26164 -7.08933 -0.2 0.1 -0.3
H -8.14132 -2.32988 3.03262 0.4 -0.3 0.3
H 3.12285 1.10303 -7.44759 0.4 0.1 0.2
H 2.26796 -4.12471 5.41947 0.3 0.2 0.1
H -5.35733 4.69843 1.61822 0.0 0.2 0.3
H 2.29581 -0.28743 -6.82341 0.1 -0.4 -0.1
H -1.18611 -0.31289 7.86221 -0.6 -0.8 -0.8
H -2.85764 -0.61971 12.02614 0.7 -0.2 0.0
H -1.76282 2.95742 -2.38040 0.1 0.6 -0.2
H -8.99812 -5.85390 -3.77342 0.2 -0.6 0.3
H 5.18919 0.36646 7.01410 0.9 -0.1 0.0
H -4.10860 -3.13271 5.54785 0.3 -0.4 0.5
H -9.17442 4.30378 -2.73665 0.2 0.7 -0.9
H -8.25586 -2.55213 1.34163 -0.3 0.2 -0.4
H 0.50020 3.84798 2.26590 0.2 0.0 -0.1
H 3.63068 0.05084 6.77947 -0.9 -0.5 -0.9
H 1.36446 0.14809 6.84907 0.5 -0.2 0.6
H -7.64694 -3.85505 2.18942 1.1 -0.3 0.6
H 1.20493 -4.01151 -1.80463 -0.1 -0.3 0.2
H 0.29695 5.36876 1.32220 0.5 0.1 0.2
H 5.54743 -0.05314 -1.11202 0.1 -0.1 -0.2
H -1.05068 -0.96608 5.74642 -0.1 0.3 -0.2
H 5.45688 3.50447 3.34081 0.1 0.3 0.1
H 5.48398 -3.50567 8.43652 0.4 -0.6 -0.3
H -0.44608 -4.61558 1.77734 0.2 0.0 0.3
H 2.51195 4.15187 -7.82160 -0.1 -0.5 0.0
H 0.47061 1.59016 -6.42725 0.2 -0.3 0.0
H 4.43098 3.06770 2.01677 -0.2 0.1 -0.1
H -3.10448 1.90045 -2.18966 -0.2 -0.2 0.3
H 0.44017 -2.97766 6.28822 -0.6 0.3 0.5
H 5.29957 -2.08931 -0.76058 -0.2 -0.3 0.2
H -9.86673 -4.50311 -3.32577 -0.4 0.3 0.2
H 6.35443 1.40918 2.49182 -0.5 0.1 0.2
H -0.98625 6.75895 4.83763 -0.5 -0.2 -0.7
H -3.04420 3.62504 0.24200 0.3 -0.2 0.0
H -2.66076 4.93257 -1.92435 0.1 0.3 0.4
H -2.20533 4.83444 4.80778 0.1 -0.5 0.1
H 2.15318 0.59545 -4.52716 -0.4 0.5 -0.1
H 3.83305 0.37432 -1.17804 0.0 0.3 0.1
H 3.76886 5.04742 -0.47089 -0.1 -0.4 0.6
H -1.06666 4.53965 1.90893 -0.3 -0.3 -0.2
H -0.10345 1.24096 9.22989 -0.2 0.0 -0.1
H 1.51646 1.87694 3.00221 0.2 -0.1 -0.7
H -0.56050 4.63376 -4.64498 -0.5 0.2 -0.5
H 1.59390 0.13796 3.35882 0.3 0.2 0.7
H 1.15747 -6.09332 -5.99961 -0.5 0.1 0.1
H 5.65149 -3.02216 -2.20824 -0.1 0.1 -0.1
H -6.04316 -2.64770 0.01456 -0.2 0.0 -0.2
H -2.07834 -1.63351 9.73687 -0.4 0.0 -0.6
H -5.61497 0.31058 7.43222 0.2 -0.2 0.2
H -5.53197 4.88320 -5.60547 -0.2 0.0 0.1
H -0.42894 -5.65651 -0.43162 0.2 0.4 0.0
H 3.49077 5.09487 -6.75226 0.0 0.5 0.3
H -4.37831 1.47916 -5.43793 0.0 0.1 0.0
H 0.03826 1.18641 -2.50137 -0.2 0.5 -0.3
H -0.23844 -2.59808 -4.33177 0.5 0.5 -0.1
H 0.14028 1.06522 3.60951 -0.8 -0.3 -0.5
H -1.51293 0.81983 -10.37177 -0.1 -0.3 0.3
H 0.31908 4.62830 6.55003 0.1 0.4 0.1
H -1.93212 -6.44950 0.07665 0.3 -0.5 0.0
H 4.51105 -6.09467 8.40039 0.1 0.1 0.2
H -2.57316 -2.79897 -6.20090 -0.3 0.0 -0.3
H 2.24508 -4.55843 3.70392 -0.3 -0.1 0.0
H -1.04808 1.18873 -5.54369 0.4 -0.4 0.1
H -0.71657 3.65581 -6.94850 -0.3 0.1 -0.4
H -7.75268 -3.51282 -1.98977 -0.2 0.4 0.0
H -3.84898 -1.83150 -3.49007 0.3 -0.3 0.5
H -9.48033 -4.85756 0.17642 0.6 0.6 0.5
H 6.74401 4.27266 -3.37601 0.2 0.1 0.3
H -3.39425 1.49547 7.89335 0.4 -0.1 -0.9
H -4.60510 -1.45015 -4.90096 0.2 0.8 -1.0
H 0.11485 1.28109 6.80860 -0.4 0.3 -0.3
H -3.71485 -1.18414 7.28603 -0.1 -0.5 0.1
H -4.71306 3.33682 3.48510 0.2 -0.3 0.5
H -7.30650 -4.45466 -0.57839 0.4 -0.1 0.1
H 3.71327 -3.92509 0.43039 0.2 0.3 -0.4
H -3.72587 -1.69963 1.74686 0.2 -0.2 0.5
H -4.02205 -0.25537 10.82539 -0.2 0.2 -0.3
H -5.03058 0.14679 1.29586 0.0 0.4 -0.2
H -5.05461 1.22510 6.03118 0.1 0.0 -0.2
H -2.52519 -3.37996 -4.56965 0.0 0.3 0.6
H 3.85578 0.03759 2.44066 -0.4 0.2 0.1
H -2.05560 -6.47532 2.54566 0.1 0.0 -0.9
H -1.71010 4.76108 7.79797 0.4 -0.2 0.5
H -1.42895 -6.15949 4.50453 -0.5 -0.4 0.2
H -9.13398 2.66532 -3.20842 0.3 -0.5 0.0
H 5.54154 4.41938 1.80942 0.5 -0.2 -0.2
H -1.57484 2.40146 1.05597 -0.1 0.4 0.1
H -3.75770 -0.17321 -3.81963 -0.6 0.3 -0.6
H 7.83058 3.63914 1.53380 0.5 0.4 0.3
H 0.21288 -7.37111 -8.02359 -0.1 -0.1 0.3
H 5.66692 -1.91496 -7.61801 0.2 0.0 -0.5
H -4.12364 5.53507 -2.68349 -0.1 0.0 0.1
H 4.35880 -0.26037 -9.10276 0.0 -0.1 -0.2
H -3.54788 -2.21513 4.28691 -0.1 1.0 -0.3
H 1.13616 -1.72117 5.34651 0.2 0.3 -0.5
H 6.25848 -4.83077 -0.92719 -0.5 -0.7 0.3
H 1.83155 4.37428 -4.56529 0.3 -0.6 0.5
H -5.80770 0.79568 -6.27049 0.1 -0.3 0.1
H -2.35221 1.26017 -7.49956 -0.2 0.0 -0.3
H 4.27853 -1.43035 8.74256 0.0 -0.2 0.2
H -5.15218 -0.28271 -0.43079 0.0 0.4 -0.2
H 5.73938 2.18106 -4.36089 0.2 -0.2 -0.2
H -5.17435 5.16797 -0.79939 -0.9 -0.5 -0.2
H -4.78459 -4.71635 -1.42639 0.0 -0.6 0.2
H 5.43580 6.39878 -2.71747 -0.6 -0.8 -0.1
H -0.05876 -1.60218 8.32989 0.4 0.2 0.2
H -2.57696 2.12690 -9.68491 -0.2 -0.2 -0.1
H -1.96508 2.44499 4.14629 -0.1 0.2 0.4
H 8.11137 -3.24975 -1.17355 0.1 -0.1 -0.6
H -4.63266 -4.74108 -3.19199 -0.5 -0.3 -0.1
H -0.17682 3.28636 5.63873 -0.4 -0.1 -0.3
H -5.31575 -3.64102 1.30042 0.4 -0.1 -0.2
H -3.46468 1.43510 4.23797 -0.1 0.1 0.2
H -0.12937 1.69791 0.90289 -0.1 -0.2 0.1
H -1.08412 2.50323 -10.57550 -0.3 0.0 -0.2
H -8.60376 -6.31671 -1.33066 0.3 -0.4 0.1
H 4.22579 2.37731 -5.28382 -0.2 0.2 0.4
H 5.38946 -0.72511 2.41841 0.4 -0.2 -0.2
H -2.05392 0.92382 3.31789 -0.1 -0.1 -0.2
H 6.82133 4.84700 -5.01697 0.0 0.0 -0.4
H -0.94163 0.14887 -7.77934 -0.4 -0.4 0.2
H 2.80377 -2.40985 -7.90567 -0.3 0.0 0.1
H 4.90290 8.09060 -4.34612 -0.4 -0.1 0.7
H -2.77498 2.71068 8.88513 0.0 0.5 0.2
H 7.55015 7.20399 -4.29906 0.9 0.3 -0.1
H 3.30117 0.04890 -3.39509 0.1 -0.3 0.0
H 4.76239 0.90384 4.68513 -0.5 0.0 -0.7
H 6.19673 -1.13249 -4.85736 0.2 0.1 0.4
H 6.02719 -0.30724 4.80710 0.2 0.0 0.1
H 9.57161 -1.75697 -2.27150 -0.2 -0.3 -0.8
H -0.22114 3.04631 -4.18635 0.4 -0.3 -0.1
H 6.05284 -2.80464 -5.37434 -0.1 -0.3 0.1
H -4.27317 -5.71551 3.70694 0.8 -0.2 0.4
H 1.81685 3.15789 -5.90113 0.1 -0.4 0.2
H -4.23386 -5.44633 2.03533 0.0 0.2 -0.4
H -2.53802 -1.64345 -0.35549 0.0 0.8 -0.1
H 2.38023 5.82054 -8.02655 0.0 0.5 0.6
H -1.94022 -3.67771 5.09038 0.2 -0.3 0.1
H 2.98061 4.32607 7.16448 -0.2 0.2 -0.2
H 0.96198 -6.93081 -9.53270 0.1 0.2 0.0
H -4.94958 3.34873 -1.13093 -0.7 0.1 -0.1
H -3.21156 -0.27553 5.85338 0.3 0.4 0.3
H -0.68535 0.54770 -0.50297 -0.4 0.5 0.1
H 4.36023 6.65478 -5.18919 0.1 -0.1 0.0
H -5.43649 -3.43278 -2.28712 0.1 0.3 -0.4
H -3.31579 4.40755 3.11823 0.2 -0.1 0.1
H -3.56049 0.21715 0.27309 -0.1 0.2 -0.1
H 6.60211 2.64882 -0.27484 0.0 0.4 -0.2
H -0.69432 6.75819 6.31359 -0.1 -0.2 0.9
H 3.94156 -1.71448 2.17956 0.0 -0.1 0.1
H 0.82282 -1.58644 2.08871 0.5 0.0 -0.1
H 0.34641 4.73730 4.79145 0.0 0.0 -0.1
```
Positions in Å, forces in eV/Å.

The value obtained for the energy above the lowest of the compared OMol25 structures with the same formula, charge and spin is 266.1 kJ/mol.

Löwdin population analysis, charges in e, atoms 1 to 99: -0.20 -0.25 -0.20 -0.21 -0.21 -0.18 -0.22 -0.22 -0.17 -0.19 -0.17 -0.20 -0.22 -0.20 -0.17 -0.18 -0.23 -0.19 -0.24 -0.23 -0.21 -0.23 -0.20 -0.19 -0.19 0.03 -0.04 -0.05 -0.07 -0.04 0.08 0.02 -0.05 -0.04 0.03 0.04 0.05 0.07 -0.03 0.04 0.03 -0.07 -0.10 -0.09 -0.12 -0.20 -0.07 -0.17 -0.08 -0.20 -0.18 -0.12 -0.09 -0.21 -0.09 -0.20 -0.10 -0.12 -0.11 -0.13 -0.15 -0.17 -0.06 -0.14 -0.17 -0.10 -0.19 -0.09 -0.38 -0.16 -0.21 -0.20 -0.06 -0.08 -0.42 -0.22 -0.14 -0.13 -0.20 -0.19 -0.40 -0.22 -0.07 -0.19 -0.06 -0.19 -0.17 -0.09 -0.19 -0.08 -0.20 -0.11 -0.06 -0.22 -0.18 -0.13 -0.40 -0.20 -0.09